DFT (ωB97M-V/def2-TZVPD) results for a molecular structure, C46H46BBrClHgN13O3S in a non-equilibrium geometry.

The geometry in XYZ format:
```
113
C46H46BBrClHgN13O3S, DFT ωB97M-V/def2-TZVPD
Hg 0.54928 -1.49175 -0.35997
Br 6.91763 -2.88610 -1.80468
Cl 1.44744 4.82364 1.43890
S -0.06973 0.12760 -2.18040
O 1.71871 -4.09116 3.22494
O -5.00382 0.83522 -1.82199
O 1.23438 -1.94681 3.92109
N 3.17345 -1.26648 -2.29455
N 1.87836 0.13592 0.29895
N -3.44512 1.31372 0.40158
N 1.62301 2.12047 -2.66613
N -1.87815 -0.11261 0.90134
N 2.66419 -2.25709 1.86538
N 0.27522 -3.47865 -1.54103
N -1.81738 -5.02675 1.04941
N -4.05140 0.40496 1.20397
N 1.99474 1.14332 -0.64663
N -0.66950 -3.08437 1.02622
N -0.40760 -5.87956 -2.91213
N -1.93972 -4.35174 2.22278
C 3.28683 -0.95623 1.94597
C -4.59845 2.18685 -1.64319
C 0.26348 4.51444 0.20378
C -7.09485 2.39032 -1.24959
C -2.15948 0.98263 0.24350
C -1.02913 -4.22113 0.33581
C 4.47199 -0.98635 2.77943
C 1.28787 1.16034 -1.70571
C 5.24543 -2.08267 -3.97164
C 2.92275 0.10844 1.15367
C -2.66843 3.69706 -2.82601
C 3.12504 2.55396 1.64306
C 5.23159 3.70744 1.54260
C -3.43321 2.37448 -2.64784
C 5.85177 2.52550 1.17198
C -5.87829 3.03734 -1.93247
C 3.85961 3.71803 1.77613
C -0.54805 -4.45190 -0.98762
C -1.25509 -3.21056 2.19081
C 5.11008 1.35640 1.04195
C 0.63640 -5.24299 5.11851
C 4.84887 -3.20442 1.91934
C 3.08799 -1.11980 -3.61415
C 0.01866 -2.60577 5.96939
C 4.28939 -1.78197 -1.79113
C 3.74170 1.35602 1.28078
C -3.06907 -0.43441 1.47136
C 0.37291 3.37656 -0.57975
C 0.71977 -2.84525 4.81129
C 1.01413 -4.14032 4.38857
C -0.77361 5.41302 0.01341
C -1.65413 4.01584 -1.75411
C 5.20928 -2.12338 2.82028
C -5.76808 4.47451 -1.40248
C -1.72644 5.15832 -0.96517
C -4.16619 2.42688 -0.17090
C -6.16476 3.08117 -3.43779
C 0.73621 -3.76339 -2.77505
C 5.33943 -2.19164 -2.59758
C 0.43181 -4.91589 -3.43900
C -0.06467 -5.00947 6.30400
C -0.58185 3.14659 -1.55658
C -0.37017 -3.71970 6.71757
C -0.86611 -5.60652 -1.71042
C 3.61846 -3.23857 1.39410
C 4.08784 -1.52005 -4.48741
B 1.88627 -2.71745 2.94558
H 6.10768 -2.19634 3.41917
H 5.58824 -3.93935 1.62574
H -3.35332 4.53136 -2.96968
H 2.05756 2.55850 1.82219
H 2.17684 -0.65484 -3.97518
H 5.80824 4.61874 1.64490
H -5.03949 2.56852 0.45790
H -4.28565 0.24912 -1.55483
H 1.37538 -3.01836 -3.23196
H 3.25210 -3.99243 0.70821
H -1.19920 -2.51614 3.01368
H -2.53874 5.86300 -1.10561
H 3.96400 -1.39472 -5.55504
H 3.36320 4.64105 2.05162
H -5.43374 3.68457 -3.97953
H -6.17183 2.07388 -3.85633
H -3.22128 -1.29621 2.09896
H -6.65925 5.02834 -1.70501
H 4.78885 -0.09845 3.31429
H -7.97695 3.00905 -1.43013
H 1.17878 2.66775 -0.42630
H -3.85307 2.10817 -3.61739
H 5.59544 0.43993 0.73055
H 0.88224 2.35791 -3.30439
H 0.89101 -6.24181 4.79031
H -0.91167 -3.56857 7.64225
H 4.34811 -1.87138 -0.71018
H 6.91709 2.51393 0.97553
H -1.45709 1.56128 -0.33068
H -2.69981 1.59051 -2.42316
H -2.46472 -4.74685 2.98169
H -0.83658 6.30163 0.62691
H -7.27740 1.39483 -1.64626
H 6.04808 -2.42136 -4.61208
H 2.17999 2.89119 -2.32926
H -2.11459 3.59357 -3.76343
H -1.53793 -6.33100 -1.25900
H -0.21861 -1.59848 6.28430
H -0.49837 2.25377 -2.17041
H -3.53227 3.30873 -0.10630
H -7.14912 3.52401 -3.60423
H -0.36990 -5.84984 6.91385
H 0.84087 -5.11303 -4.42116
H -6.96098 2.29804 -0.17066
H -5.71788 4.50678 -0.31302
H -4.90377 5.00695 -1.79525
```

Summary:
maximum force: 2.393 eV/Å
ΔE to the lowest compared entry with this formula, charge and spin: 2.803 eV
molecular weight: 1187.8 g mol⁻¹
total charge: -1
2S+1: 2
expectation value of S²: 0.7700
HOMO energy (spin up / spin down): -0.093 / -0.143 hartree